ORCA calculation (ωB97M-V/def2-TZVPD) on a structure of composition C21H42N4O7ReS.

The calculation puts the calculated total energy at -55699.1892 eV. Its total charge is +2. The expectation value of S² is 3.777. The orbital gap (alpha / beta) is 5.035 / 5.052 eV. The spin multiplicity is 4. Its HOMO energy (alpha / beta) is -13.556 / -13.532 eV.

Last column: Löwdin spin population.
Element x y z (Å)
Re 0.14 0.49 0.13  2.526
C 0.44 -3.00 3.07  0.001
C -0.54 -1.90 2.66  0.007
C -1.81 -2.54 1.99  0.001
C -1.90 -3.19 0.55  0.002
C -1.60 -4.68 0.44  0.001
C -3.32 -2.95 0.05  0.001
N -0.94 -2.38 -0.28  0.016
C -0.89 -2.35 -1.77  0.001
C 0.39 -1.64 -2.26  0.002
N 0.63 -0.17 -1.93  -0.033
C -0.34 0.64 -2.75  0.008
C -0.33 2.09 -2.27  0.012
O -0.46 3.03 -2.98  0.024
O -0.17 2.13 -0.95  0.101
C 2.08 0.25 -2.36  0.010
C 3.08 -0.89 -2.53  0.001
C 2.70 1.44 -1.59  0.001
C 3.18 1.42 -0.11  0.017
C 4.14 0.31 0.26  0.001
C 3.89 2.76 0.13  0.003
N 1.92 1.41 0.74  0.033
C 1.97 1.13 2.22  0.009
C 1.34 -0.21 2.67  0.011
N -0.01 -0.55 2.08  0.021
C -1.04 0.48 2.40  0.008
C -2.26 0.41 1.43  0.010
O -3.37 0.58 1.81  0.007
O -1.89 0.12 0.19  0.095
H -0.05 -3.52 3.89  0.000
H 1.38 -2.60 3.46  0.000
H 1.18 -4.65 2.42  0.000
H -0.92 -1.58 3.63  0.000
H -2.60 -1.80 2.04  0.000
H -2.11 -3.32 2.69  0.000
H -2.16 -5.22 1.21  0.000
H -0.55 -4.90 0.59  0.000
H -1.92 -5.06 -0.52  0.000
H -4.02 -3.43 0.74  0.000
H -3.48 -3.39 -0.93  0.000
H -3.58 -1.89 0.01  0.000
H -1.28 -1.45 -0.05  0.007
H 0.05 -2.50 0.08  0.002
H -1.80 -1.88 -2.14  0.000
H -0.84 -3.36 -2.16  0.000
H 0.40 -1.72 -3.35  -0.002
H 1.22 -2.19 -1.86  0.000
H -1.35 0.27 -2.57  0.000
H -0.11 0.57 -3.81  -0.001
H 1.94 0.66 -3.36  0.000
H 3.25 -1.47 -1.63  0.000
H 4.03 -0.44 -2.81  0.000
H 2.80 -1.55 -3.35  0.000
H 2.04 2.30 -1.69  0.000
H 3.58 1.71 -2.18  0.000
H 4.86 0.16 -0.54  0.001
H 3.63 -0.62 0.46  0.000
H 4.71 0.58 1.15  0.000
H 4.84 2.77 -0.40  0.001
H 4.11 2.91 1.18  0.000
H 3.29 3.61 -0.23  0.000
H 1.61 2.38 0.65  0.007
H 1.49 1.97 2.74  0.000
H 3.01 1.11 2.57  0.000
H 1.27 -0.18 3.76  0.001
H 2.01 -1.01 2.38  0.000
H -0.63 1.51 2.33  0.003
H -1.41 0.40 3.43  0.000
C 2.49 -4.35 -0.19  0.006
S 2.94 -2.66 0.41  0.006
O 0.69 -3.91 2.03  0.000
O 3.27 -2.77 1.84  0.003
O 1.62 -1.89 0.21  0.067
H 3.21 -5.03 0.28  0.001
H 2.62 -4.35 -1.27  0.000
H 1.47 -4.59 0.10  0.000

ORCA calculation (ωB97M-V/def2-TZVPD) on a cluster of 2 separate species, C5H15NO in total.

The calculation puts the calculated total energy at -8963.5840 eV. The orbital gap is 8.962 eV. The SMILES is CCCCNC.O. Its HOMO energy is -7.961 eV.

Last column: Löwdin charge in e.
Element x y z (Å)
C -1.45 -0.51 2.36  -0.117
C -1.27 0.22 0.91  -0.280
C -1.73 1.64 0.72  -0.206
C -0.80 2.53 -0.19  -0.237
N -0.50 1.90 -1.42  -0.152
C 0.66 1.12 -1.88  -0.119
H -0.97 -0.03 3.27  0.074
H -2.60 -0.74 2.32  0.091
H -0.90 -1.48 2.26  0.057
H -1.74 -0.56 0.31  0.098
H -0.20 0.18 0.78  0.072
H -2.09 2.04 1.69  0.113
H -2.69 1.49 0.30  0.078
H 0.12 2.66 0.43  0.124
H -0.99 3.53 -0.42  0.086
H -1.21 2.15 -2.08  0.099
H 0.56 0.75 -2.90  0.068
H 0.96 0.16 -1.19  0.106
H 1.49 1.76 -1.70  0.045
O 4.18 -5.41 -0.50  -0.081
H 4.22 -5.84 0.37  0.043
H 3.74 -6.13 -1.00  0.038

The lowest calculated total energy belongs to which entry?
C21H42N4O7ReS